The following is a DFT calculation (wB97M-V/def2-TZVPD) of a molecular structure, C3H2MgNaO3.

Summary:
DFT total energy: -19137.63254 eV
LUMO (alpha / beta): -0.1781 / -0.2070 hartree
highest occupied orbital energy (alpha / beta): -11.4319 / -11.8300 eV
frontier orbital gap (alpha / beta): 0.24206 / 0.22777 Ha
energy above the lowest of the compared OMol25 structures with the same formula, charge and spin: 23.36 kcal/mol
net charge: +1

The geometry in XYZ format:
```
10
Properties=species:S:1:pos:R:3:forces:R:3
C 0.097 -1.298 -0.862 0.09 -0.13 0.14
O -0.358 -1.045 1.473 -0.75 0.42 3.93
H -0.692 -1.595 -1.541 -0.02 -0.10 -0.06
C -0.249 1.045 -0.794 6.10 2.25 0.62
O -1.364 1.357 -0.697 -4.56 -0.46 0.56
C -0.108 -1.514 0.450 0.73 -0.45 -4.22
Mg -0.804 0.959 1.530 -1.57 0.83 -0.52
H 1.121 -1.334 -1.212 0.04 -0.09 -0.06
Na 1.606 1.712 1.885 1.45 0.66 -0.13
O 0.751 1.714 -0.233 -1.51 -2.93 -0.26
```
Forces are in eV/Å.

Results of the Löwdin charge analysis, in e, for atoms 1 through 6: 0.074 0.009 0.114 -0.528 0.066 -0.218

---

The following is a DFT calculation (wB97M-V/def2-TZVPD) of a molecular structure, C3H2MgO2Tl.

Summary:
multiplicity: 2
DFT total energy: -17352.81229 eV
LUMO (alpha / beta): -0.4440 / -0.4482 hartree
highest occupied orbital energy (alpha / beta): -16.3013 / -16.2549 eV
frontier orbital gap (alpha / beta): 0.15508 / 0.14920 Ha
<S²>: 0.76
net charge: +2

The geometry in XYZ format:
```
9
Properties=species:S:1:pos:R:3:forces:R:3
C 1.289 0.825 0.118 0.04 -1.18 -0.10
O -1.713 0.007 -0.364 -2.55 -0.13 0.27
Tl -0.578 2.170 -0.344 0.28 1.38 0.27
O -0.083 -1.389 0.224 -0.93 -0.28 -1.38
Mg -3.426 -0.092 0.812 0.85 0.37 -0.83
H 2.012 -1.257 -0.158 -0.34 -0.04 0.64
H 2.274 1.285 -0.034 -0.23 -0.05 0.18
C 1.329 -0.466 0.145 0.98 1.19 -0.85
C -1.105 -1.083 -0.399 1.90 -1.27 1.80
```
Forces are in eV/Å.

Results of the Löwdin charge analysis, in e, for atoms 1 through 6: -0.195 -0.325 1.031 0.055 1.475 0.140

---

The following is a DFT calculation (wB97M-V/def2-TZVPD) of a single C3H2N2O molecule.

Summary:
DFT total energy: -8166.77479 eV
LUMO (alpha / beta): -0.0356 / -0.0356 hartree
highest occupied orbital energy (alpha / beta): -7.3681 / -7.3686 eV
frontier orbital gap (alpha / beta): 0.23515 / 0.23518 Ha
energy above the lowest of the compared OMol25 structures with the same formula, charge and spin: 67.75 kcal/mol
net charge: 0

The geometry in XYZ format:
```
8
Properties=species:S:1:pos:R:3:forces:R:3
H -0.643 -0.851 -1.480 0.93 -0.33 -1.72
C 1.698 -0.788 0.092 1.53 -0.08 0.26
N 0.441 -0.709 0.365 2.46 -0.13 -2.15
O 2.875 -0.802 -0.131 -3.84 0.12 0.59
C -1.946 -0.646 0.054 0.45 0.02 0.54
C -0.674 -0.643 -0.469 -0.78 0.40 -0.20
H 0.134 -0.711 1.291 0.16 -0.01 2.26
N -3.039 -0.637 0.421 -0.91 0.01 0.42
```
Forces are in eV/Å.

Results of the Löwdin charge analysis, in e, for atoms 1 through 6: 0.067 -0.080 0.086 0.210 -0.349 -0.189

---

The following is a DFT calculation (wB97M-V/def2-TZVPD) of a single C3H2N2O molecule.

Summary:
multiplicity: 3
DFT total energy: -8159.81457 eV
LUMO (alpha / beta): -0.0030 / -0.1019 hartree
highest occupied orbital energy (alpha / beta): -7.0620 / -10.1538 eV
frontier orbital gap (alpha / beta): 0.25657 / 0.27125 Ha
<S²>: 2.04
energy above the lowest of the compared OMol25 structures with the same formula, charge and spin: 160.09 kcal/mol
net charge: 0

The geometry in XYZ format:
```
8
Properties=species:S:1:pos:R:3:forces:R:3
C -0.991 1.330 0.250 -2.92 3.13 0.86
C 0.116 0.870 -0.085 1.72 1.18 -0.02
C 0.577 -0.260 -0.450 1.62 -6.04 0.45
O 2.011 -2.171 -0.547 2.64 -3.64 -0.94
N -0.004 -1.412 0.370 -6.20 -0.27 2.58
H -1.767 1.167 -0.476 -0.83 0.27 0.19
H -1.064 1.963 1.121 -0.59 0.21 0.05
N 1.123 -1.487 -0.183 4.55 5.16 -3.18
```
Forces are in eV/Å.

Results of the Löwdin charge analysis, in e, for atoms 1 through 6: 0.022 -0.052 -0.089 0.088 0.232 0.091

---

The following is a DFT calculation (wB97M-V/def2-TZVPD) of 2 unconnected molecules or ions with the total composition C3H2N2O2.

Summary:
DFT total energy: -10208.70543 eV
LUMO (alpha / beta): -0.0858 / -0.0817 hartree
highest occupied orbital energy (alpha / beta): -10.5211 / -10.7614 eV
frontier orbital gap (alpha / beta): 0.30085 / 0.31376 Ha
energy above the lowest of the compared OMol25 structures with the same formula, charge and spin: 218.70 kcal/mol
net charge: 0

The geometry in XYZ format:
```
9
Properties=species:S:1:pos:R:3:forces:R:3
H 1.084 -1.134 0.611 -0.71 1.30 -1.39
H -1.815 1.017 -0.458 -0.21 0.47 -0.65
N 1.440 0.092 -1.186 0.63 0.99 1.64
C -1.284 0.504 0.294 4.44 -2.57 -0.73
C 0.672 -0.404 -0.172 -4.23 -0.23 2.78
O 2.638 -0.138 -0.913 -0.12 0.22 -1.51
N -2.011 -0.602 2.432 0.21 -0.17 -0.38
C -1.672 -0.173 1.399 -0.65 0.35 0.95
O 0.949 0.840 -2.007 0.65 -0.35 -0.70
```
Forces are in eV/Å.

Results of the Löwdin charge analysis, in e, for atoms 1 through 6: 0.129 0.051 -0.479 0.150 0.192 0.057

---

The following is a DFT calculation (wB97M-V/def2-TZVPD) of a single C3H2N2O2 molecule.

Summary:
structure (SMILES): O=Cc1ncno1
DFT total energy: -10216.42958 eV
LUMO: 0.0024 hartree
highest occupied orbital energy: -11.1852 eV
frontier orbital gap: 0.41341 Ha
energy above the lowest of the compared OMol25 structures with the same formula, charge and spin: 40.58 kcal/mol
net charge: 0

The geometry in XYZ format:
```
9
Properties=species:S:1:pos:R:3:forces:R:3
H -2.011 -1.436 1.320 0.09 0.11 -0.03
O -0.487 1.119 0.288 0.24 0.02 -0.20
C 0.263 0.100 -0.126 -0.18 -0.09 -0.05
N -1.559 0.564 0.967 -0.06 -0.45 0.07
C 1.479 0.405 -0.967 0.02 0.03 -0.43
C -1.332 -0.714 0.888 -0.20 0.12 0.15
H 2.441 0.444 -0.433 0.00 -0.03 0.00
N -0.186 -1.063 0.216 0.10 0.31 -0.08
O 1.391 0.581 -2.152 -0.01 -0.05 0.57
```
Forces are in eV/Å.

Results of the Löwdin charge analysis, in e, for atoms 1 through 6: 0.120 0.035 -0.327 0.098 -0.145 -0.184

---

The following is a DFT calculation (wB97M-V/def2-TZVPD) of a single C3H2N2O2 molecule.

Summary:
structure (SMILES): O=C1N=CNC1=O
DFT total energy: -10216.69257 eV
LUMO: -0.0375 hartree
highest occupied orbital energy: -9.4204 eV
frontier orbital gap: 0.30869 Ha
energy above the lowest of the compared OMol25 structures with the same formula, charge and spin: 34.51 kcal/mol
net charge: 0

The geometry in XYZ format:
```
9
Properties=species:S:1:pos:R:3:forces:R:3
C 1.174 -0.769 0.107 -2.03 0.08 -1.66
C 0.125 1.183 -0.117 3.44 -0.86 1.24
O 2.057 -1.553 -0.008 -0.88 -0.68 0.67
H 0.201 2.341 -0.208 -1.14 -2.31 0.07
H -1.930 0.744 0.309 -0.88 -0.10 -0.14
N -1.054 0.335 0.087 2.61 4.26 -0.75
N 1.348 0.589 -0.065 -3.98 3.05 -0.08
O -1.266 -1.961 -0.127 0.91 2.49 0.56
C -0.654 -0.909 0.023 1.94 -5.91 0.10
```
Forces are in eV/Å.

Results of the Löwdin charge analysis, in e, for atoms 1 through 6: -0.350 -0.030 0.139 0.160 0.146 0.113

---

The following is a DFT calculation (wB97M-V/def2-TZVPD) of a molecular structure, C3H2N2O2S.

Summary:
DFT total energy: -21047.65402 eV
LUMO (alpha / beta): -0.1049 / -0.1047 hartree
highest occupied orbital energy (alpha / beta): -10.0464 / -10.0476 eV
frontier orbital gap (alpha / beta): 0.26433 / 0.26449 Ha
energy above the lowest of the compared OMol25 structures with the same formula, charge and spin: 163.26 kcal/mol
net charge: 0

The geometry in XYZ format:
```
10
Properties=species:S:1:pos:R:3:forces:R:3
H -2.850 0.038 0.062 -1.30 0.24 0.25
O 1.801 -1.813 -0.479 -0.01 1.20 0.35
C -1.870 0.396 0.022 -2.36 -1.74 -0.07
N 0.312 0.519 -0.227 -0.19 -3.04 -0.04
N -0.018 1.790 -0.103 0.66 3.82 0.24
O 2.735 -0.307 1.195 0.53 0.40 2.58
C -1.213 1.557 0.133 0.31 0.31 0.05
H -0.433 -1.330 -0.309 -0.34 -2.19 -0.03
C -0.772 -0.363 -0.169 2.64 2.54 -0.27
S 2.308 -0.486 -0.125 0.04 -1.52 -3.06
```
Forces are in eV/Å.

Results of the Löwdin charge analysis, in e, for atoms 1 through 6: 0.098 -0.451 -0.034 -0.131 0.073 -0.413

---

The following is a DFT calculation (wB97M-V/def2-TZVPD) of a single C3H2N2O3 molecule.

Summary:
structure (SMILES): O=Cc1nonc1O
DFT total energy: -12261.97310 eV
LUMO: -0.0415 hartree
highest occupied orbital energy: -10.8837 eV
frontier orbital gap: 0.35845 Ha
energy above the lowest of the compared OMol25 structures with the same formula, charge and spin: 115.51 kcal/mol
net charge: 0

The geometry in XYZ format:
```
10
Properties=species:S:1:pos:R:3:forces:R:3
O -1.870 0.093 -0.974 5.09 4.64 -0.70
O -0.377 -1.856 0.226 1.22 -1.48 0.45
H -0.755 1.912 -1.366 -0.27 -0.05 -0.09
C -0.807 0.921 -0.917 -6.09 -4.89 -0.06
C 0.223 0.427 -0.074 0.65 2.42 -0.70
N 1.330 -0.743 1.341 1.20 -1.99 1.34
H -0.863 -1.726 -0.588 -0.49 0.39 -0.26
O 1.661 0.537 1.389 1.75 1.25 1.27
C 0.460 -0.851 0.424 -2.73 0.02 -0.51
N 0.998 1.286 0.539 -0.32 -0.32 -0.74
```
Forces are in eV/Å.

Results of the Löwdin charge analysis, in e, for atoms 1 through 6: -0.031 0.140 0.132 -0.031 -0.237 0.164

---

The following is a DFT calculation (wB97M-V/def2-TZVPD) of a single C3H2N2O3 molecule.

Summary:
structure (SMILES): O=c1cn[nH]c(=O)o1
DFT total energy: -12265.21588 eV
LUMO: -0.0232 hartree
highest occupied orbital energy: -10.5314 eV
frontier orbital gap: 0.36380 Ha
energy above the lowest of the compared OMol25 structures with the same formula, charge and spin: 40.73 kcal/mol
net charge: 0

The geometry in XYZ format:
```
10
Properties=species:S:1:pos:R:3:forces:R:3
N 0.060 1.411 -0.037 2.01 -0.59 0.57
H 2.157 1.260 0.001 -1.31 -0.61 0.29
O 2.125 -1.392 -0.016 0.70 -0.93 -0.04
H -1.972 1.227 0.124 1.97 -0.80 -0.67
O -0.092 -1.313 -0.053 1.28 -1.58 -0.25
O -2.307 -1.240 0.045 2.12 1.55 -0.51
C -1.230 -0.659 -0.055 -2.73 -0.53 1.02
N -1.062 0.705 -0.069 -3.54 1.10 0.38
C 1.152 -0.728 -0.003 0.14 0.73 0.17
C 1.169 0.729 0.064 -0.64 1.66 -0.95
```
Forces are in eV/Å.

Results of the Löwdin charge analysis, in e, for atoms 1 through 6: 0.086 0.147 0.175 0.204 0.194 0.115

---

The following is a DFT calculation (wB97M-V/def2-TZVPD) of a molecular structure, C3H2N2O3.

Summary:
DFT total energy: -12262.46670 eV
LUMO (alpha / beta): 0.0057 / 0.0057 hartree
highest occupied orbital energy (alpha / beta): -9.0697 / -9.0692 eV
frontier orbital gap (alpha / beta): 0.33905 / 0.33904 Ha
energy above the lowest of the compared OMol25 structures with the same formula, charge and spin: 104.12 kcal/mol
net charge: 0

The geometry in XYZ format:
```
10
Properties=species:S:1:pos:R:3:forces:R:3
O 4.022 -0.285 0.055 1.40 -1.02 -0.02
O -0.424 -1.592 -0.391 0.06 0.01 1.01
C 3.119 0.416 0.089 -0.12 -0.03 -0.06
O 2.206 1.106 0.116 -1.31 1.03 0.08
C -0.690 -1.327 0.699 0.40 -0.83 -0.51
N -1.758 0.621 -0.238 0.31 -0.41 0.64
H -1.158 -0.423 -1.697 -0.31 -0.16 0.43
H -2.194 0.557 1.829 -0.46 -0.21 0.51
N -1.486 0.511 -1.404 -0.19 1.01 -1.63
C -1.638 0.416 0.943 0.21 0.60 -0.46
```
Forces are in eV/Å.

Results of the Löwdin charge analysis, in e, for atoms 1 through 6: 0.221 0.019 -0.442 0.212 -0.014 -0.196

---

The following is a DFT calculation (wB97M-V/def2-TZVPD) of a molecular structure, C3H2N2O3.

Summary:
DFT total energy: -12260.43751 eV
LUMO: -0.0438 hartree
highest occupied orbital energy: -9.9180 eV
frontier orbital gap: 0.32068 Ha
energy above the lowest of the compared OMol25 structures with the same formula, charge and spin: 150.92 kcal/mol
net charge: 0

The geometry in XYZ format:
```
10
Properties=species:S:1:pos:R:3:forces:R:3
O -1.947 -0.144 0.071 -0.42 2.27 1.77
N 2.372 -0.070 0.089 0.35 3.27 -1.24
C -0.862 -0.932 -0.156 -7.86 -3.61 2.11
C 0.379 1.004 -0.106 1.99 -2.07 0.34
O -0.520 1.793 -0.244 1.53 1.03 0.50
N 1.892 1.128 0.032 -0.07 -3.66 0.28
C 0.301 -0.462 -0.009 2.14 1.84 -1.68
H -1.828 0.925 0.632 0.44 -4.69 -3.03
O 1.437 -1.159 -0.202 0.68 2.87 1.73
H -1.222 -2.084 -0.108 1.22 2.75 -0.78
```
Forces are in eV/Å.

Results of the Löwdin charge analysis, in e, for atoms 1 through 6: -0.065 0.082 -0.109 -0.323 0.092 0.134